(1)
DFT (the ωB97M-V functional and the def2-TZVPD basis) results for 9 unconnected molecules or ions with the total composition C17H52N9O10 at a distorted geometry.

Each atom is followed by the atoms it is bonded to, with distances in Å.
Positions of all 88 atoms, in Å:
1 C -0.83179 0.26035 -1.12382  C2 1.523, H5 1.108, H6 1.140, H7 1.141
2 C -1.36158 1.51722 -1.80042  C1 1.523, O3 1.298, O4 1.270
3 O -1.08202 2.63483 -1.20319  C2 1.298
4 O -1.96564 1.42206 -2.91368  C2 1.270
5 H -0.04346 0.42020 -0.36141  C1 1.108
6 H -0.51376 -0.51877 -1.89220  C1 1.140
7 H -1.70944 -0.16188 -0.52859  C1 1.141
8 O 4.52440 0.04099 0.29180  H9 0.972, H10 0.956
9 H 3.65230 0.43264 0.46589  O8 0.972
10 H 4.96657 0.43853 -0.45676  O8 0.956
11 O -1.57098 4.77407 -2.47697  H12 0.959, H13 1.001
12 H -1.93289 4.61123 -3.35017  O11 0.959
13 H -1.51871 3.86448 -2.06249  O11 1.001
14 C -3.17348 3.16845 1.48457  O15 1.229, N16 1.451, N17 1.385
15 O -3.61073 3.48799 2.58830  C14 1.229
16 N -3.71194 3.72355 0.25703  C14 1.451, H18 1.005, H19 1.029
17 N -2.23653 2.17282 1.26446  C14 1.385, H20 1.085, H21 1.027
18 H -3.13436 3.64651 -0.56241  N16 1.005
19 H -4.04103 4.69136 0.37734  N16 1.029
20 H -1.55736 2.38873 0.44681  N17 1.085
21 H -1.98806 1.65539 2.11665  N17 1.027
22 C -1.69064 -1.52975 -4.28612  O23 1.236, N24 1.370, N25 1.352
23 O -1.08390 -2.60299 -4.19901  C22 1.236
24 N -2.72031 -1.19818 -3.44562  C22 1.370, H26 1.024, H27 1.005
25 N -1.38063 -0.66181 -5.27548  C22 1.352, H28 1.091, H29 1.058
26 H -2.68633 -0.20080 -3.21699  N24 1.024
27 H -2.66238 -1.74418 -2.60415  N24 1.005
28 H -0.46221 -1.00737 -5.75212  N25 1.091
29 H -1.31477 0.37555 -5.08011  N25 1.058
30 C 1.16244 -2.01172 0.62601  O31 1.244, N32 1.399, N33 1.379
31 O 1.20048 -1.49179 1.75505  C30 1.244
32 N 2.09102 -1.66120 -0.35934  C30 1.399, H34 1.044, H35 1.041
33 N 0.09817 -2.75235 0.15716  C30 1.379, H36 0.994, H37 0.995
34 H 3.03111 -1.26171 -0.14431  N32 1.044
35 H 2.08318 -1.92409 -1.36690  N32 1.041
36 H 0.08347 -2.94324 -0.81825  N33 0.994
37 H -0.70641 -2.58623 0.71887  N33 0.995
38 C -3.72149 -1.69817 2.05631  C39 1.550, H44 1.076, H45 1.107, H46 1.138
39 C -2.90258 -1.90733 3.35548  C38 1.550, C40 1.541, N43 1.410, H47 1.136
40 C -2.69478 -3.39855 3.68567  C39 1.541, O41 1.406, H48 1.080, H49 1.144
41 O -3.95337 -3.91117 4.04602  C40 1.406, C42 1.412
42 C -3.98534 -5.31839 4.15472  O41 1.412, H50 1.074, H51 1.097, H52 1.121
43 N -1.73103 -1.13088 3.24801  C39 1.410, H53 1.012, H54 1.036
44 H -4.59689 -2.32317 2.07670  C38 1.076
45 H -3.17843 -1.79557 1.09705  C38 1.107
46 H -4.06459 -0.61354 2.01837  C38 1.138
47 H -3.55665 -1.45550 4.16711  C39 1.136
48 H -2.05651 -3.57812 4.53816  C40 1.080
49 H -2.27339 -3.94607 2.77354  C40 1.144
50 H -4.64501 -5.69795 4.91241  C42 1.074
51 H -2.98631 -5.73608 4.33342  C42 1.097
52 H -4.18552 -5.77042 3.14845  C42 1.121
53 H -1.31782 -1.02160 2.33030  N43 1.012
54 H -1.03261 -1.21855 4.00779  N43 1.036
55 C 0.77353 1.89831 3.19812  C56 1.581, H61 1.118, H62 1.085, H63 1.100
56 C 2.07748 2.20761 2.35848  C55 1.581, C57 1.484, N60 1.411, H64 1.086
57 C 3.25290 1.73758 3.13247  C56 1.484, O58 1.395, H65 1.076, H66 1.096
58 O 3.51992 2.64980 4.15361  C57 1.395, C59 1.472
59 C 4.67934 2.15177 4.91249  O58 1.472, H67 1.058, H68 1.052, H69 1.089
60 N 2.05509 1.53093 1.12100  C56 1.411, H70 1.045, H71 1.043
61 H 0.97218 2.07154 4.28505  C55 1.118
62 H 0.59756 0.83286 3.09324  C55 1.085
63 H -0.14955 2.41434 2.89486  C55 1.100
64 H 2.16949 3.23987 2.03551  C56 1.086
65 H 4.16183 1.67500 2.56012  C57 1.076
66 H 3.03409 0.73437 3.51569  C57 1.096
67 H 4.84893 2.86311 5.67694  C59 1.058
68 H 5.49213 2.10204 4.24594  C59 1.052
69 H 4.48513 1.14246 5.27183  C59 1.089
70 H 1.50863 2.07102 0.41254  N60 1.045
71 H 1.48270 0.66224 1.19942  N60 1.043
72 C 2.45318 -1.15721 -5.54674  C73 1.504, H78 1.159, H79 1.108, H80 1.044
73 C 2.42829 -1.00249 -4.05099  C72 1.504, C74 1.544, N77 1.462, H81 1.137
74 C 1.70756 0.24338 -3.49143  C73 1.544, O75 1.431, H82 1.066, H83 1.110
75 O 2.44744 1.38521 -3.93525  C74 1.431, C76 1.455
76 C 2.11473 2.52229 -3.09121  O75 1.455, H84 1.117, H85 1.077, H86 1.092
77 N 1.83579 -2.15765 -3.37936  C73 1.462, H87 1.009, H88 1.047
78 H 3.01725 -0.27442 -6.04176  C72 1.159
79 H 1.43381 -1.24621 -5.97111  C72 1.108
80 H 2.83477 -2.09182 -5.81226  C72 1.044
81 H 3.51108 -0.91326 -3.71508  C73 1.137
82 H 1.74996 0.16864 -2.42860  C74 1.066
83 H 0.64172 0.31103 -3.79441  C74 1.110
84 H 1.56114 3.26916 -3.71099  C76 1.117
85 H 2.99782 3.08218 -2.83306  C76 1.077
86 H 1.56419 2.25157 -2.18820  C76 1.092
87 H 2.47904 -2.93350 -3.42356  N77 1.009
88 H 0.94134 -2.38957 -3.87224  N77 1.047

- total charge = -1
- spin multiplicity = 1

Atomic charges from the Löwdin analysis, expressed in e, are listed below: C -0.03; C -0.63; O -0.13; O -0.06; H 0.06; H 0.07; H 0.09; O -0.08; H -0.01; H 0.03; O -0.12; H 0.01; H -0.04; C -0.63; O -0.01; N 0.13; N 0.13; H 0.04; H 0.09; H 0.08; H 0.08; C -0.71; O -0.03; N 0.16; N 0.13; H 0.05; H 0.09; H 0.11; H 0.12; C -0.63; O -0.03; N 0.14; N 0.17; H 0.07; H 0.05; H 0.08; H 0.07; C -0.06; C -0.46; C -0.21; O -0.20; C -0.12; N 0.04; H 0.06; H 0.06; H 0.10; H 0.15; H 0.11; H 0.14; H 0.07; H 0.08; H 0.10; H 0.04; H 0.10; C -0.02; C -0.42; C -0.27; O -0.18; C -0.06; N 0.03; H 0.09; H 0.05; H 0.06; H 0.15; H 0.11; H 0.14; H 0.07; H 0.06; H 0.09; H 0.10; H 0.05; C -0.06; C -0.43; C -0.20; O -0.18; C -0.07; N 0.03; H 0.12; H 0.06; H 0.05; H 0.16; H 0.08; H 0.12; H 0.10; H 0.07; H 0.07; H 0.08; H 0.06

=====

(2)
DFT (the ωB97M-V functional and the def2-TZVPD basis) results for 2 unconnected molecules or ions with the total composition C30H59ClN2O3P.

Each atom is followed by the atoms it is bonded to, with distances in Å.
Positions of all 96 atoms, in Å:
1 C 3.35889 -4.31420 0.73909  C2 1.533, H32 1.089, H33 1.089, H34 1.092
2 C 3.27819 -2.93750 0.06861  C1 1.533, C3 1.538, H35 1.093, H36 1.093
3 C 4.34144 -2.69200 -1.01556  C2 1.538, C4 1.539, H37 1.092, H38 1.093
4 C 3.89867 -1.70235 -2.10807  C3 1.539, C5 1.537, H39 1.092, H40 1.092
5 C 4.78498 -0.45442 -2.24889  C4 1.537, C6 1.537, H41 1.092, H42 1.092
6 C 4.06194 0.74442 -2.88356  C5 1.537, C7 1.528, H43 1.093, H44 1.094
7 C 3.55936 1.80042 -1.89962  C6 1.528, C8 1.532, H45 1.096, H46 1.093
8 C 2.71418 1.29198 -0.72789  C7 1.532, C9 1.533, H47 1.093, H48 1.094
9 C 1.86388 2.41662 -0.12711  C8 1.533, C10 1.524, H49 1.096, H50 1.096
10 C 0.79646 1.99251 0.87442  C9 1.524, C11 1.532, H51 1.093, H52 1.092
11 C 1.33207 1.28274 2.12211  C10 1.532, C12 1.542, H53 1.094, H54 1.095
12 C 1.62730 -0.22052 1.94351  C11 1.542, C13 1.531, H55 1.094, H56 1.093
13 C 0.89695 -1.09470 2.96634  C12 1.531, C14 1.531, H57 1.096, H58 1.094
14 C -0.60168 -1.22512 2.68151  C13 1.531, C15 1.538, H59 1.094, H60 1.093
15 C -0.92437 -1.99064 1.38723  C14 1.538, C16 1.540, H61 1.088, H62 1.095
16 C -1.49559 -1.11312 0.25792  C15 1.540, C17 1.530, H63 1.095, H64 1.091
17 C -2.73384 -1.67059 -0.44789  C16 1.530, O18 1.406, O23 1.370, C30 1.570
18 O -2.56993 -3.01071 -0.83892  C17 1.406, C19 1.403
19 C -1.43172 -3.29557 -1.60733  O18 1.403, C20 1.528, H65 1.097, H66 1.092
20 C -1.47229 -2.75081 -3.03481  C19 1.528, C21 1.531, H67 1.098, H68 1.094
21 C -0.79087 -1.39609 -3.24812  C20 1.531, C22 1.530, H69 1.092, H70 1.097
22 C -0.52215 -1.11538 -4.72751  C21 1.530, H71 1.094, H72 1.093, H73 1.092
23 O -2.99906 -0.83506 -1.50071  C17 1.370, P24 1.763
24 P -4.70407 -0.75714 -1.94068  O23 1.763, N25 1.812, N26 1.804, O29 1.774, H74 1.436, H75 1.427
25 N -4.24824 -0.27176 -3.62557  P24 1.812, H76 1.011, H77 1.013
26 N -4.71069 0.92628 -1.29267  P24 1.804, C27 1.452, H78 1.007
27 C -5.99627 1.50928 -0.95345  N26 1.452, C28 1.534, H79 1.100, H80 1.097
28 C -6.39570 1.25877 0.50657  C27 1.534, H81 1.093, H82 1.088, H83 1.091
29 O -5.09574 -1.30418 -0.29940  P24 1.774, C30 1.359
30 C -4.00772 -1.58275 0.46536  C17 1.570, O29 1.359, Cl31 1.832, H84 1.095
31 Cl -4.31972 -3.10402 1.43643  C30 1.832
32 H 2.37582 -4.62571 1.08962  C1 1.089
33 H 4.04145 -4.31258 1.58806  C1 1.089
34 H 3.69369 -5.06630 0.02127  C1 1.092
35 H 2.28694 -2.81909 -0.37571  C2 1.093
36 H 3.36571 -2.15555 0.82730  C2 1.093
37 H 4.59144 -3.65751 -1.46140  C3 1.092
38 H 5.25285 -2.32566 -0.53682  C3 1.093
39 H 2.88456 -1.36422 -1.88513  C4 1.092
40 H 3.86827 -2.22101 -3.06829  C4 1.092
41 H 5.62863 -0.70997 -2.89358  C5 1.092
42 H 5.18305 -0.18747 -1.26765  C5 1.092
43 H 3.22910 0.39208 -3.49803  C6 1.093
44 H 4.75705 1.24392 -3.56434  C6 1.094
45 H 4.42814 2.34844 -1.51812  C7 1.096
46 H 2.96219 2.52670 -2.45740  C7 1.093
47 H 3.37055 0.88015 0.04303  C8 1.093
48 H 2.04069 0.50336 -1.07645  C8 1.094
49 H 1.36214 2.91678 -0.96309  C9 1.096
50 H 2.51841 3.16831 0.32894  C9 1.096
51 H 0.08267 1.33221 0.37538  C10 1.093
52 H 0.24873 2.88212 1.19172  C10 1.092
53 H 0.59992 1.41712 2.92350  C11 1.094
54 H 2.24718 1.77239 2.46986  C11 1.095
55 H 1.35048 -0.54089 0.93422  C12 1.094
56 H 2.70118 -0.40229 2.03972  C12 1.093
57 H 1.03409 -0.65038 3.95894  C13 1.096
58 H 1.35063 -2.08988 3.00152  C13 1.094
59 H -1.02762 -0.21843 2.63176  C14 1.094
60 H -1.07447 -1.70417 3.54323  C14 1.093
61 H -1.59366 -2.82085 1.60140  C15 1.088
62 H 0.00647 -2.44383 1.03010  C15 1.095
63 H -0.71594 -0.91388 -0.48491  C16 1.095
64 H -1.79743 -0.13851 0.64419  C16 1.091
65 H -0.51473 -2.95868 -1.10773  C19 1.097
66 H -1.38423 -4.38530 -1.64911  C19 1.092
67 H -0.96332 -3.47841 -3.68120  C20 1.098
68 H -2.51306 -2.70665 -3.36770  C20 1.094
69 H -1.40673 -0.59812 -2.82727  C21 1.092
70 H 0.15645 -1.40371 -2.69449  C21 1.097
71 H -1.41124 -1.35346 -5.31868  C22 1.094
72 H 0.29004 -1.73662 -5.11283  C22 1.093
73 H -0.28109 -0.06598 -4.90821  C22 1.092
74 H -6.10377 -0.70837 -2.25935  P24 1.436
75 H -4.66346 -2.12400 -2.34833  P24 1.427
76 H -4.78790 0.53170 -3.91871  N25 1.011
77 H -3.26562 -0.03683 -3.69352  N25 1.013
78 H -4.21324 1.52250 -1.93363  N26 1.007
79 H -6.80024 1.16267 -1.62007  C27 1.100
80 H -5.92703 2.59481 -1.09390  C27 1.097
81 H -5.48151 1.29562 1.10496  C28 1.093
82 H -6.82005 0.26591 0.63753  C28 1.088
83 H -7.07817 2.02842 0.87158  C28 1.091
84 H -3.86928 -0.82104 1.23940  C30 1.095
85 C 1.40924 5.70397 3.70122  C86 1.388, C90 1.387, H91 1.082
86 C 0.47335 6.06160 4.66194  C85 1.388, C87 1.388, H92 1.082
87 C 0.25636 5.23987 5.75869  C86 1.388, C88 1.388, H93 1.082
88 C 0.97742 4.06171 5.89670  C87 1.388, C89 1.387, H94 1.082
89 C 1.91339 3.70506 4.93678  C88 1.387, C90 1.388, H95 1.082
90 C 2.12790 4.52511 3.83805  C85 1.387, C89 1.388, H96 1.083
91 H 1.57437 6.34151 2.84222  C85 1.082
92 H -0.09057 6.97900 4.55296  C86 1.082
93 H -0.47946 5.51431 6.50352  C87 1.082
94 H 0.80557 3.41859 6.75008  C88 1.082
95 H 2.47181 2.78369 5.04061  C89 1.082
96 H 2.85122 4.24136 3.08423  C90 1.083

- total charge = -1
- spin multiplicity = 1

Atomic charges from the Löwdin analysis, expressed in e, are listed below: C -0.10; C -0.26; C -0.21; C -0.20; C -0.21; C -0.21; C -0.22; C -0.21; C -0.21; C -0.20; C -0.20; C -0.22; C -0.21; C -0.19; C -0.17; C -0.11; C -0.59; O -0.10; C -0.20; C -0.17; C -0.27; C -0.12; O -0.24; P 0.53; N -0.16; N -0.18; C -0.37; C -0.12; O -0.33; C -0.66; Cl 0.59; H 0.06; H 0.07; H 0.06; H 0.09; H 0.09; H 0.10; H 0.10; H 0.08; H 0.11; H 0.10; H 0.10; H 0.11; H 0.10; H 0.11; H 0.10; H 0.11; H 0.11; H 0.11; H 0.11; H 0.10; H 0.11; H 0.10; H 0.09; H 0.09; H 0.09; H 0.10; H 0.10; H 0.10; H 0.11; H 0.08; H 0.09; H 0.10; H 0.11; H 0.10; H 0.12; H 0.11; H 0.11; H 0.08; H 0.09; H 0.07; H 0.06; H 0.06; H 0.01; H 0.02; H -0.01; H -0.02; H 0.05; H 0.08; H 0.09; H 0.06; H 0.06; H 0.05; H 0.10; C -0.09; C -0.10; C -0.10; C -0.10; C -0.10; C -0.10; H 0.10; H 0.10; H 0.10; H 0.10; H 0.10; H 0.10

=====

(3)
DFT (the ωB97M-V functional and the def2-TZVPD basis) results for a single C6H9NO2S molecule at a distorted geometry.

Each atom is followed by the atoms it is bonded to, with distances in Å.
Positions of all 19 atoms, in Å:
1 C 0.05050 0.40355 -0.09177  C3 1.312, S10 1.661
2 C 0.04730 -1.27706 -1.67118  N7 1.296, O8 1.187
3 C -0.91830 0.63266 0.76348  C1 1.312, C5 1.476, C6 1.501
4 C 2.19265 -0.34047 -1.36359  N7 1.430, O9 1.395, S10 1.895, H11 1.140
5 C -0.91857 1.85288 1.59420  C3 1.476, H12 1.114, H13 1.178, H14 1.100
6 C -1.99163 -0.32745 1.18496  C3 1.501, H15 1.081, H16 1.009, H17 1.084
7 N 1.24300 -1.08443 -2.13144  C2 1.296, C4 1.430, H18 1.007
8 O -1.00039 -1.77312 -1.92507  C2 1.187
9 O 2.68144 -1.13002 -0.32241  C4 1.395, H19 0.942
10 S 1.37863 1.22070 -0.66394  C1 1.661, C4 1.895
11 H 3.20624 -0.08641 -1.82017  C4 1.140
12 H -0.07697 2.58107 1.55713  C5 1.114
13 H -1.78012 2.61323 1.33359  C5 1.178
14 H -1.04125 1.41838 2.59766  C5 1.100
15 H -1.72873 -0.86697 2.08418  C6 1.081
16 H -2.87976 0.08552 1.42671  C6 1.009
17 H -2.14462 -0.98211 0.33419  C6 1.084
18 H 1.53828 -1.23767 -3.08242  N7 1.007
19 H 2.14230 -1.70227 0.19589  O9 0.942

- total charge = 0
- energy relative to the best compared isomer or geometry (same formula, charge and spin) (kcal per mole) = 89.7
- spin multiplicity = 1

Atomic charges from the Löwdin analysis, expressed in e, are listed below: C -0.43; C -0.30; C -0.45; C -0.58; C -0.10; C -0.05; N 0.05; O 0.11; O -0.06; S 0.93; H 0.15; H 0.07; H 0.12; H 0.08; H 0.09; H 0.04; H 0.07; H 0.17; H 0.08

=====

(4)
DFT (the ωB97M-V functional and the def2-TZVPD basis) results for a single C4H11N3 molecule at a distorted geometry.

Each atom is followed by the atoms it is bonded to, with distances in Å.
Positions of all 18 atoms, in Å:
1 C -1.24379 -0.06961 -0.84047  N5 1.367, C6 1.351, H9 1.086
2 C 1.29766 -1.74372 0.04034  C7 1.523, H16 1.097, H17 1.095, H18 1.095
3 N 0.65849 0.24161 1.46894  N4 1.431, C7 1.624, H8 1.023
4 N 0.41861 1.65123 1.52110  N3 1.431, H10 1.022, H11 1.024
5 N -2.23328 0.41184 -1.65131  C1 1.367, H12 1.015, H13 1.016
6 C 0.07176 0.20396 -0.98151  C1 1.351, C7 1.482, H14 1.087
7 C 1.10918 -0.23383 -0.01742  C2 1.523, N3 1.624, C6 1.482, H15 1.095
8 H -0.10665 -0.29984 1.87960  N3 1.023
9 H -1.58419 -0.84477 -0.16032  C1 1.086
10 H 0.84177 2.16365 2.29814  N4 1.022
11 H -0.54429 1.99748 1.55618  N4 1.024
12 H -3.16683 0.37864 -1.25462  N5 1.015
13 H -2.02188 1.29768 -2.10091  N5 1.016
14 H 0.37301 0.99384 -1.66513  C6 1.087
15 H 2.06642 0.24212 -0.25563  C7 1.095
16 H 1.54194 -2.14482 -0.95059  C2 1.097
17 H 2.12785 -2.00422 0.70517  C2 1.095
18 H 0.39424 -2.24125 0.40843  C2 1.095

- total charge = 0
- energy relative to the best compared isomer or geometry (same formula, charge and spin) (kcal per mole) = 69.9
- spin multiplicity = 1
- SMILES = C[C@@H](/C=C/N)NN

Atomic charges from the Löwdin analysis, expressed in e, are listed below: C -0.23; C -0.09; N -0.11; N -0.06; N 0.03; C -0.12; C -0.35; H 0.09; H 0.11; H 0.06; H 0.06; H 0.08; H 0.09; H 0.10; H 0.12; H 0.08; H 0.07; H 0.07

=====

Calculated frontier orbital gap (eV), listed in the same order as above: 9.14; 6.80; 8.17; 8.66
Calculated HOMO (eV), listed in the same order as above: -6.7; -4.4; -7.9; -7.6
Calculated LUMO energy (hartree), listed in the same order as above: 0.0903; 0.0863; 0.0115; 0.0370